# 1
Molecular formula: C4H9N
Method: DFT, ωB97M-V with the def2-TZVPD basis set

CARTESIAN COORDINATES (ANGSTROEM)
N  -0.832  2.749  0.256
C  -0.954  1.566  -0.555
C  0.871  -1.407  1.278
C  1.004  -1.298  -0.254
C  0.202  -2.117  -0.945
H  -0.581  1.702  -1.638
H  -1.417  3.538  0.013
H  -0.133  0.870  -0.281
H  -1.897  0.993  -0.391
H  1.717  -2.062  1.775
H  -0.124  -1.943  1.361
H  0.734  -0.447  1.767
H  1.666  -0.520  -0.502
H  -0.256  -1.624  -1.884

The spin multiplicity is 1. The calculation puts the HOMO energy at -0.2474 Ha. Its orbital gap is 3.08 eV. The value obtained for the lowest unoccupied orbital energy is -3.6500 eV. Its strongest force on any atom is 0.0693 Eh/bohr. The charge is 0. Its total energy is -5774.3278 eV.


# 2
Molecular formula: C4H9N
Method: DFT, ωB97M-V with the def2-TZVPD basis set

CARTESIAN COORDINATES (ANGSTROEM)
C  -0.888  -0.650  -1.593
C  0.240  -0.474  -2.277
N  1.527  -0.501  -1.665
H  -0.834  -0.845  -0.530
H  -1.868  -0.429  -1.990
H  0.200  0.020  -3.249
H  1.858  -1.461  -1.663
H  2.160  0.087  -2.181
C  -0.492  0.931  3.173
C  -0.314  0.482  1.932
H  -0.193  0.311  4.003
H  -0.986  1.891  3.245
H  0.160  -0.466  1.710
H  -0.571  1.102  1.084

The spin multiplicity is 1. The calculation puts the HOMO energy at -0.3262 Ha. Its orbital gap is 9.98 eV. The value obtained for the lowest unoccupied orbital energy is 1.1038 eV. Its strongest force on any atom is 0.0344 Eh/bohr. The SMILES is C=CN.C=C. The charge is 0. Its total energy is -5782.0382 eV.


# 3
Molecular formula: C4H9N
Method: DFT, ωB97M-V with the def2-TZVPD basis set

CARTESIAN COORDINATES (ANGSTROEM)
C  -2.009  -0.136  -0.597
N  0.229  0.182  1.508
C  0.463  -0.010  0.167
C  -0.539  0.162  -0.762
C  1.919  -0.126  -0.202
H  -2.239  0.347  0.384
H  -2.624  0.271  -1.385
H  -2.280  -1.161  -0.368
H  -0.750  0.086  1.715
H  1.141  0.087  1.927
H  -0.153  0.405  -1.748
H  2.032  0.285  -1.203
H  2.404  -1.037  0.146
H  2.407  0.644  0.419

The spin multiplicity is 2. The calculation puts the HOMO energy (alpha / beta) at -0.5364 / -0.6222 Ha. Its orbital gap (alpha / beta) is 10.77 / 9.92 eV. The value obtained for the lowest unoccupied orbital energy (alpha / beta) is -3.8276 / -7.0110 eV. Its strongest force on any atom is 0.0965 Eh/bohr. Its expectation value of S² is 0.7585. The charge is +1. Its total energy is -5775.3090 eV.


# 4
Molecular formula: C4H9N2
Method: DFT, ωB97M-V with the def2-TZVPD basis set

CARTESIAN COORDINATES (ANGSTROEM)
C  2.815  -0.733  0.080
C  0.940  0.882  0.562
C  0.188  1.396  -0.515
C  -1.867  -0.790  -0.109
N  1.946  0.110  0.345
N  -1.317  0.190  0.828
H  3.897  -0.418  -0.021
H  2.451  -1.816  0.021
H  -0.386  2.389  -0.341
H  0.620  1.391  1.548
H  0.188  1.032  -1.599
H  -1.057  -1.431  -0.572
H  -2.600  -1.417  0.474
H  -2.363  -0.203  -0.834
H  -1.952  0.963  1.030

The spin multiplicity is 1. The calculation puts the HOMO energy (alpha / beta) at -0.5028 / -0.5209 Ha. Its orbital gap (alpha / beta) is 8.95 / 8.42 eV. The value obtained for the lowest unoccupied orbital energy (alpha / beta) is -4.7356 / -5.7508 eV. Its strongest force on any atom is 0.0625 Eh/bohr. The charge is +1. Its total energy is -7262.1177 eV.


# 5
Molecular formula: C4H9N2
Method: DFT, ωB97M-V with the def2-TZVPD basis set

CARTESIAN COORDINATES (ANGSTROEM)
C  -0.877  1.096  -0.259
C  1.113  -0.976  -0.424
C  1.442  0.300  0.284
C  -1.173  -1.114  0.379
N  0.286  1.265  0.341
N  -1.623  0.049  -0.129
H  -1.237  1.955  -0.760
H  0.449  -0.910  -1.324
H  1.532  -1.828  -0.128
H  2.118  0.187  1.272
H  2.180  0.742  -0.453
H  -1.723  -2.093  0.177
H  -0.504  -1.094  1.216
H  0.552  2.220  0.292
H  -2.535  0.200  -0.482

The spin multiplicity is 1. The calculation puts the HOMO energy (alpha / beta) at -0.4682 / -0.4669 Ha. Its orbital gap (alpha / beta) is 8.07 / 8.39 eV. The value obtained for the lowest unoccupied orbital energy (alpha / beta) is -4.6714 / -4.3210 eV. Its strongest force on any atom is 0.1233 Eh/bohr. The charge is +1. Its total energy is -7263.7838 eV.


# 6
Molecular formula: C4H9N2
Method: DFT, ωB97M-V with the def2-TZVPD basis set

CARTESIAN COORDINATES (ANGSTROEM)
C  2.054  0.240  -0.506
C  1.057  -0.266  0.371
C  -1.961  0.170  -0.209
C  -1.236  -0.660  0.737
N  2.249  -1.073  0.118
N  1.923  0.882  0.818
H  2.270  0.667  -1.459
H  -1.667  0.001  -1.243
H  -1.942  1.230  0.035
H  -3.008  -0.161  -0.137
H  -1.120  -1.712  0.529
H  -1.179  -0.370  1.774
H  2.089  -1.857  -0.508
H  2.663  0.678  1.498
H  1.521  1.817  0.880

The spin multiplicity is 1. The calculation puts the HOMO energy at -0.5093 Ha. Its orbital gap is 9.39 eV. The value obtained for the lowest unoccupied orbital energy is -4.4721 eV. Its strongest force on any atom is 0.0660 Eh/bohr. The charge is +1. Its total energy is -7261.8350 eV.


# 7
Molecular formula: C4H9N2
Method: DFT, ωB97M-V with the def2-TZVPD basis set

CARTESIAN COORDINATES (ANGSTROEM)
C  1.087  -0.958  1.566
C  1.522  -0.330  -0.121
N  0.641  0.207  -1.319
N  -0.468  0.588  -1.215
C  -1.719  0.797  -0.428
C  -1.516  1.186  -1.866
H  0.304  -0.269  1.916
H  1.930  -0.766  2.124
H  0.664  -1.886  1.329
H  2.058  -1.246  -0.469
H  2.174  0.587  -0.062
H  -1.835  1.659  0.224
H  -2.280  -0.230  -0.194
H  -1.933  0.872  -2.813
H  -1.396  2.209  -1.922

The spin multiplicity is 1. The calculation puts the HOMO energy at -0.5531 Ha. Its orbital gap is 10.00 eV. The value obtained for the lowest unoccupied orbital energy is -5.0541 eV. Its strongest force on any atom is 0.1292 Eh/bohr. The SMILES is CCN=[N+]1CC1. The charge is +1. Its total energy is -7261.8749 eV.


# 8
Molecular formula: C4H9N2
Method: DFT, ωB97M-V with the def2-TZVPD basis set

CARTESIAN COORDINATES (ANGSTROEM)
C  -0.159  -0.341  -0.278
C  -2.350  0.404  0.103
C  2.145  -0.027  0.403
C  1.173  -0.744  -0.555
N  -2.572  -0.958  0.169
N  -1.016  0.552  -0.501
H  -3.113  0.967  -0.469
H  -2.293  0.911  1.086
H  1.928  -0.272  1.439
H  2.093  1.051  0.278
H  3.154  -0.359  0.178
H  1.270  -1.826  -0.398
H  1.446  -0.545  -1.605
H  -3.432  -1.216  0.642
H  -0.862  1.377  -1.101

The spin multiplicity is 1. The calculation puts the HOMO energy (alpha / beta) at -0.5517 / -0.5329 Ha. Its orbital gap (alpha / beta) is 9.32 / 9.27 eV. The value obtained for the lowest unoccupied orbital energy (alpha / beta) is -5.6934 / -5.2260 eV. Its strongest force on any atom is 0.0259 Eh/bohr. The charge is +1. Its total energy is -7262.9655 eV.